1.
Entry from the Open Molecules 2025 dataset: a molecular structure, C30H60As3NO6STi in a non-equilibrium geometry (ωB97M-V/def2-TZVPD).

Last column: Löwdin charge in e.
Element x y z (Å)
Ti1 -0.289 0.352 0.899  0.760
C1 0.660 -2.216 2.286  -0.049
C2 1.303 -2.550 1.082  -0.124
C3 2.036 -1.394 0.667  -0.126
C4 1.763 -0.375 1.624  -0.171
C5 0.930 -0.890 2.667  -0.286
C6 1.068 -0.494 4.140  -0.539
C7 0.972 1.007 4.421  -0.049
C8 0.045 -1.235 5.011  -0.055
C9 2.473 -0.957 4.578  -0.045
C10 3.213 -1.140 -0.288  -0.509
C11 3.351 -2.081 -1.487  -0.048
C12 3.173 0.279 -0.873  -0.051
C13 4.497 -1.271 0.555  -0.039
C14 1.096 -3.932 0.451  -0.500
C15 2.405 -4.765 0.406  -0.042
C16 0.470 -3.797 -0.943  -0.049
C17 0.082 -4.743 1.277  -0.073
H1 0.024 -2.879 2.854  0.104
H2 2.338 0.535 1.730  0.101
H3 -0.053 1.374 4.348  0.071
H4 1.574 1.584 3.720  0.071
H5 1.332 1.207 5.435  0.083
H6 -0.977 -1.113 4.644  0.065
H7 0.084 -0.850 6.034  0.081
H8 0.265 -2.304 5.045  0.080
H9 3.236 -0.357 4.079  0.084
H10 2.628 -2.002 4.304  0.087
H11 2.602 -0.851 5.661  0.078
H12 2.512 -1.961 -2.174  0.050
H13 3.429 -3.121 -1.187  0.053
H14 4.263 -1.824 -2.033  0.084
H15 2.295 0.406 -1.509  0.053
H16 4.066 0.446 -1.482  0.087
H17 3.139 1.054 -0.109  0.068
H18 4.565 -2.264 1.005  0.078
H19 4.503 -0.536 1.361  0.082
H20 5.382 -1.109 -0.067  0.079
H21 2.804 -4.848 -0.605  0.060
H22 2.228 -5.783 0.760  0.069
H23 3.170 -4.319 1.043  0.076
H24 1.130 -3.275 -1.628  0.037
H25 -0.458 -3.229 -0.853  0.058
H26 0.237 -4.782 -1.360  0.090
H27 0.447 -4.937 2.288  0.084
H28 -0.080 -5.708 0.789  0.081
H29 -0.878 -4.228 1.336  0.072
C18 -2.219 -1.335 -2.243  -0.288
As1 -0.509 -0.393 -1.973  1.223
C19 0.301 -1.213 -3.611  -0.296
C20 -0.740 1.372 -2.900  -0.334
C21 -1.990 2.268 -2.937  -0.640
C22 -3.235 1.507 -3.413  -0.076
C23 -2.296 2.945 -1.595  -0.307
As2 -2.447 1.820 0.033  1.220
C24 -4.353 1.234 -0.139  -0.270
C25 -2.927 3.308 1.209  -0.271
C26 -1.734 3.370 -3.992  -0.390
As3 -0.103 4.495 -4.203  1.115
C27 1.466 3.300 -4.128  -0.354
C28 0.130 5.283 -2.427  -0.349
H30 -2.604 -1.206 -3.252  0.021
H31 -2.950 -1.003 -1.509  -0.007
H32 -2.038 -2.393 -2.059  0.021
H33 0.413 -2.287 -3.460  0.007
H34 1.282 -0.777 -3.805  0.016
H35 -0.355 -1.035 -4.462  0.019
H36 -0.448 1.186 -3.935  0.055
H37 0.053 1.961 -2.437  0.028
H38 -3.572 0.806 -2.654  0.038
H39 -3.032 0.957 -4.335  0.085
H40 -4.049 2.212 -3.607  0.086
H41 -3.218 3.529 -1.683  0.083
H42 -1.494 3.634 -1.324  0.039
H43 -4.887 1.831 -0.876  0.021
H44 -4.810 1.378 0.840  0.016
H45 -4.432 0.178 -0.402  0.009
H46 -3.768 3.855 0.783  0.031
H47 -2.068 3.963 1.314  0.010
H48 -3.201 2.913 2.186  0.018
H49 -2.519 4.130 -3.904  0.060
H50 -1.860 2.931 -4.988  0.056
H51 1.350 2.432 -4.776  0.010
H52 1.675 2.964 -3.113  0.012
H53 2.316 3.880 -4.489  0.006
H54 -0.703 5.952 -2.207  0.022
H55 1.044 5.878 -2.451  0.018
H56 0.217 4.556 -1.619  -0.014
N1 -2.359 0.273 2.732  0.003
C29 -3.109 -0.940 2.439  -0.159
C30 -2.505 -1.676 1.239  -0.619
O1 -3.023 -2.707 0.848  0.048
O2 -1.447 -1.134 0.733  -0.258
H57 -1.382 0.039 2.903  0.020
H58 -2.694 0.738 3.566  0.096
H59 -4.133 -0.677 2.168  0.109
H60 -3.155 -1.660 3.264  0.117
O3 0.093 3.974 0.525  -0.319
S1 0.651 2.715 0.968  0.305
O4 2.008 2.811 1.449  -0.295
O5 -0.243 2.035 1.981  -0.445
O6 0.560 1.698 -0.171  -0.518

Values from the calculation:
HOMO (alpha / beta)   -3.92 / -4.65 eV
Relative energy (zero: lowest compared OMol25 entry of this formula, charge and spin)   54.20 kcal per mole
Charge   -1
Multiplicity   2
Frontier orbital gap (alpha / beta)   0.2335 / 0.2602 Ha
E   -9640.4417 Ha

2.
Entry from the Open Molecules 2025 dataset: a molecular structure, C7H10N4O7SZr (ωB97M-V/def2-TZVPD).

Last column: Löwdin charge in e.
Element x y z (Å)
Zr1 -0.929 -0.746 -0.167  1.849
N1 -0.016 -0.233 1.934  -0.061
C1 -0.682 0.961 2.494  -0.129
C2 -0.931 1.943 1.354  -0.541
O1 -0.689 3.127 1.487  0.063
N2 -1.424 1.303 0.253  -0.126
C3 -1.724 2.157 -0.902  -0.111
C4 -1.343 1.393 -2.159  -0.610
O2 -1.041 1.939 -3.191  0.088
O3 -1.326 0.078 -1.980  -0.213
H1 0.986 -0.081 1.890  0.101
H2 -0.181 -1.074 2.480  0.096
H3 -1.651 0.653 2.885  0.130
H4 -0.100 1.434 3.280  0.123
H5 -2.787 2.407 -0.949  0.137
H6 -1.166 3.090 -0.854  0.124
O4 -2.054 -2.551 -0.829  -0.414
S1 -1.718 -3.038 0.562  0.337
O5 -2.190 -4.310 0.956  -0.228
O6 -0.213 -2.817 0.583  -0.446
O7 -2.179 -1.833 1.373  -0.438
N3 3.064 0.157 -1.765  0.090
C5 3.459 -0.867 -0.934  -0.056
C6 2.331 -1.300 -0.320  -0.111
N4 1.266 -0.534 -0.759  -0.073
C7 1.743 0.328 -1.640  -0.117
H7 3.664 0.682 -2.379  0.168
H8 4.479 -1.200 -0.867  0.122
H9 2.182 -2.113 0.370  0.109
H10 1.169 1.045 -2.208  0.135

Values from the calculation:
HOMO   -9.73 eV
Relative energy (zero: lowest compared OMol25 entry of this formula, charge and spin)   3.55 kcal per mole
Charge   0
Frontier orbital gap   0.3506 Ha
E   -1463.9457 Ha

3.
Entry from the Open Molecules 2025 dataset: 2 unconnected molecules or ions with the total composition C2H6Cl2NO (ωB97M-V/def2-TZVPD).

Last column: Löwdin charge in e.
Element x y z (Å)
C1 -0.221 -0.360 0.694  -0.019
C2 3.116 2.255 -0.024  -1.290
N1 0.073 0.227 -0.636  0.132
O1 2.558 1.322 -0.530  -0.076
Cl1 4.804 2.419 0.041  0.777
Cl2 2.260 3.534 0.746  0.716
H1 0.205 -1.356 0.767  0.107
H2 -1.296 -0.426 0.842  0.105
H3 1.088 0.490 -0.697  0.098
H4 -0.463 1.090 -0.779  0.173
H5 -0.166 -0.430 -1.387  0.175
H6 0.201 0.268 1.472  0.101

Values from the calculation:
HOMO   -15.24 eV
Relative energy (zero: lowest compared OMol25 entry of this formula, charge and spin)   0.00 kcal per mole
Charge   +1
Frontier orbital gap   0.4288 Ha
E   -1129.9423 Ha

4.
Entry from the Open Molecules 2025 dataset: 2 unconnected molecules or ions with the total composition C2H5O3 in a non-equilibrium geometry (ωB97M-V/def2-TZVPD).

Last column: Löwdin charge in e.
Element x y z (Å)
C1 -1.161 -0.884 -0.368  -0.175
O1 -0.132 -0.999 -1.324  -0.122
H1 -2.013 -1.500 -0.641  0.078
H2 -0.805 -1.203 0.612  0.080
H3 -1.525 0.157 -0.326  0.072
O2 0.063 1.775 0.741  0.219
C2 1.218 1.262 0.722  -0.441
O3 1.656 0.145 0.572  0.065
H4 1.992 2.062 0.892  0.186
H5 0.707 -0.816 -0.879  0.039

Values from the calculation:
HOMO (alpha / beta)   -10.07 / -10.04 eV
Relative energy (zero: lowest compared OMol25 entry of this formula, charge and spin)   25.57 kcal per mole
Charge   0
Multiplicity   2
Frontier orbital gap (alpha / beta)   0.3987 / 0.2206 Ha
E   -304.8233 Ha

5.
Entry from the Open Molecules 2025 dataset: a gas-phase ion, C12H16NO (charge +1) in a non-equilibrium geometry (ωB97M-V/def2-TZVPD).

Last column: Löwdin charge in e.
Element x y z (Å)
C1 -2.396 -1.329 2.727  -0.055
C2 -1.253 -2.170 2.859  -0.035
C3 -2.326 -0.130 2.070  -0.013
C4 -0.033 -1.680 2.446  -0.002
C5 -1.032 0.402 1.618  -0.166
C6 0.034 -0.425 1.763  -0.171
C7 -1.027 1.699 0.871  0.010
C8 0.029 1.983 0.057  -0.098
C9 1.363 0.023 1.185  -0.239
C10 0.943 0.901 -0.342  -0.180
C11 -0.043 0.879 -2.610  0.073
C12 0.854 -1.286 -1.696  0.045
N1 0.148 0.043 -1.269  -0.087
O1 2.235 0.755 2.010  -0.014
H1 -3.394 -1.618 3.112  0.125
H2 -1.241 -3.107 3.267  0.082
H3 -3.211 0.442 1.842  0.110
H4 0.926 -2.224 2.470  0.132
H5 -1.852 2.362 1.051  0.116
H6 0.396 3.005 -0.209  0.138
H7 1.967 -0.815 0.848  0.128
H8 1.998 1.300 -0.689  0.198
H9 0.901 1.090 -3.083  0.113
H10 -0.771 0.409 -3.152  0.073
H11 -0.508 1.770 -2.217  0.087
H12 1.828 -1.039 -2.144  0.114
H13 0.853 -2.065 -0.926  0.105
H14 0.337 -1.635 -2.576  0.089
H15 -0.766 -0.160 -1.038  0.132
H16 1.656 1.519 2.468  0.188

Values from the calculation:
HOMO   -12.16 eV
Relative energy (zero: lowest compared OMol25 entry of this formula, charge and spin)   29.70 kcal per mole
Charge   +1
Frontier orbital gap   0.3191 Ha
E   -596.5190 Ha
SMILES string   C[NH+](C)[C@H]1C=Cc2ccccc2[C@@H]1O

6.
Entry from the Open Molecules 2025 dataset: 9 unconnected molecules or ions with the total composition C62H67BrClFN8O21 in a non-equilibrium geometry (ωB97M-V/def2-TZVPD).

Last column: Löwdin charge in e.
Element x y z (Å)
C1 1.028 -0.095 -0.221  -0.065
C2 0.396 1.203 0.237  -0.278
O1 -0.981 1.282 -0.080  -0.137
C3 -1.256 2.259 -1.075  -0.190
C4 -2.728 2.617 -0.943  -0.188
O2 -3.267 3.255 -2.077  -0.110
C5 -3.221 2.473 -3.251  -0.204
C6 -4.353 2.813 -4.167  -0.183
O3 -4.109 4.062 -4.784  -0.111
C7 -4.154 4.019 -6.188  -0.226
C8 -3.500 5.269 -6.714  -0.681
Cl1 -4.306 5.768 -8.254  0.637
O4 -2.167 4.984 -6.876  -0.164
C9 -1.362 6.118 -7.112  -0.116
C10 0.081 5.646 -7.379  -0.503
F1 0.852 6.774 -7.076  0.029
C11 0.350 5.334 -8.852  -0.130
C12 0.460 3.871 -9.232  -0.694
C13 1.005 3.777 -10.653  -0.160
Br1 -1.299 2.975 -9.292  0.710
O5 0.451 4.580 -6.599  -0.077
C14 0.684 4.878 -5.224  -0.036
H1 0.543 -0.914 0.277  0.046
H2 0.984 -0.203 -1.299  0.078
H3 2.071 -0.091 0.064  0.074
H4 0.532 1.251 1.315  0.121
H5 0.976 2.017 -0.190  0.083
H6 -0.673 3.156 -0.897  0.121
H7 -1.010 1.824 -2.042  0.121
H8 -3.304 1.750 -0.623  0.129
H9 -2.806 3.333 -0.133  0.120
H10 -2.317 2.741 -3.806  0.129
H11 -3.164 1.404 -3.058  0.133
H12 -4.450 2.002 -4.884  0.126
H13 -5.285 2.886 -3.610  0.134
H14 -5.156 3.900 -6.596  0.114
H15 -3.548 3.187 -6.542  0.127
H16 -3.643 6.090 -6.020  0.123
H17 -1.721 6.682 -7.964  0.114
H18 -1.357 6.734 -6.212  0.135
H19 1.322 5.767 -9.072  0.131
H20 -0.371 5.809 -9.504  0.124
H21 1.052 3.297 -8.540  0.087
H22 0.382 4.401 -11.277  0.073
H23 2.018 4.167 -10.658  0.082
H24 0.964 2.757 -10.996  0.060
H25 0.526 3.979 -4.647  0.092
H26 1.718 5.172 -5.098  0.089
H27 0.017 5.643 -4.847  0.085
C15 -1.544 -5.595 3.865  -0.066
C16 -0.453 -6.318 3.402  -0.051
C17 0.569 -5.674 2.723  -0.008
C18 0.484 -4.309 2.524  -0.146
C19 -0.598 -3.572 2.974  -0.005
C20 -1.617 -4.224 3.647  -0.058
N1 1.580 -3.622 1.826  -0.336
O6 2.510 -4.298 1.426  0.076
O7 1.496 -2.415 1.690  0.058
H28 -2.338 -6.100 4.398  0.081
H29 -0.396 -7.384 3.571  0.115
H30 1.417 -6.236 2.363  0.104
H31 -0.650 -2.507 2.806  0.117
H32 -2.469 -3.664 4.006  0.109
C21 7.621 -5.288 3.982  -0.066
C22 6.936 -6.044 3.041  -0.060
C23 5.646 -6.474 3.301  0.002
C24 5.059 -6.134 4.506  -0.143
C25 5.728 -5.386 5.458  0.000
C26 7.019 -4.962 5.190  -0.062
N2 3.683 -6.568 4.777  -0.322
O8 3.122 -7.240 3.935  0.079
O9 3.175 -6.221 5.831  0.051
H33 8.627 -4.949 3.773  0.108
H34 7.407 -6.296 2.101  0.109
H35 5.110 -7.061 2.571  0.121
H36 5.256 -5.131 6.396  0.119
H37 7.555 -4.374 5.923  0.109
C27 2.473 6.921 1.308  -0.064
C28 3.857 6.939 1.188  -0.060
C29 4.545 5.777 0.874  -0.002
C30 3.829 4.610 0.676  -0.147
C31 2.451 4.576 0.795  0.003
C32 1.771 5.739 1.114  -0.065
N3 4.538 3.373 0.318  -0.348
O10 5.751 3.413 0.237  0.079
O11 3.860 2.381 0.115  0.065
H38 1.942 7.831 1.553  0.105
H39 4.400 7.862 1.340  0.109
H40 5.621 5.788 0.782  0.118
H41 1.908 3.657 0.642  0.089
H42 0.697 5.722 1.209  0.090
C33 -5.244 -9.504 0.565  -0.061
C34 -4.224 -8.654 0.973  -0.052
C35 -4.176 -8.215 2.285  0.013
C36 -5.151 -8.637 3.172  -0.144
C37 -6.176 -9.477 2.781  -0.006
C38 -6.220 -9.911 1.466  -0.066
N4 -5.084 -8.185 4.569  -0.342
O12 -4.174 -7.430 4.868  0.055
O13 -5.929 -8.589 5.342  0.086
H43 -5.277 -9.852 -0.459  0.107
H44 -3.457 -8.331 0.278  0.071
H45 -3.384 -7.554 2.604  0.105
H46 -6.931 -9.794 3.485  0.118
H47 -7.014 -10.571 1.144  0.107
C39 -4.923 4.923 3.236  -0.068
C40 -3.753 4.177 3.183  -0.066
C41 -2.523 4.811 3.240  -0.004
C42 -2.485 6.190 3.353  -0.146
C43 -3.640 6.949 3.402  -0.002
C44 -4.866 6.307 3.342  -0.063
N5 -1.180 6.864 3.431  -0.337
O14 -0.184 6.165 3.360  0.057
O15 -1.171 8.073 3.553  0.086
H48 -5.882 4.425 3.195  0.108
H49 -3.798 3.100 3.099  0.110
H50 -1.611 4.234 3.199  0.119
H51 -3.591 8.024 3.486  0.120
H52 -5.778 6.886 3.380  0.109
C45 1.971 -5.084 8.410  -0.066
C46 2.075 -6.214 9.209  -0.058
C47 1.651 -6.177 10.527  -0.004
C48 1.121 -5.001 11.027  -0.152
C49 1.014 -3.864 10.249  -0.007
C50 1.443 -3.909 8.932  -0.060
N6 0.651 -4.963 12.420  -0.352
O16 0.777 -5.973 13.087  0.073
O17 0.162 -3.924 12.823  0.073
H53 2.301 -5.126 7.380  0.072
H54 2.486 -7.127 8.801  0.108
H55 1.732 -7.055 11.150  0.118
H56 0.601 -2.953 10.656  0.118
H57 1.363 -3.028 8.311  0.107
C51 3.176 8.745 -4.814  -0.063
C52 4.172 9.658 -4.494  -0.063
C53 4.262 10.167 -3.209  -0.003
C54 3.348 9.749 -2.259  -0.146
C55 2.347 8.844 -2.560  0.002
C56 2.263 8.342 -3.848  -0.059
N7 3.446 10.270 -0.887  -0.342
O18 4.322 11.078 -0.646  0.082
O19 2.640 9.852 -0.076  0.061
H58 3.110 8.346 -5.818  0.105
H59 4.881 9.972 -5.247  0.108
H60 5.034 10.878 -2.957  0.119
H61 1.640 8.530 -1.806  0.119
H62 1.486 7.633 -4.099  0.092
C57 -1.002 -7.950 -5.486  -0.068
C58 -0.939 -6.950 -4.525  -0.062
C59 -1.157 -7.255 -3.192  0.000
C60 -1.433 -8.565 -2.842  -0.145
C61 -1.505 -9.572 -3.787  -0.003
C62 -1.288 -9.258 -5.118  -0.064
N8 -1.644 -8.896 -1.427  -0.340
O20 -1.597 -7.983 -0.618  0.052
O21 -1.857 -10.058 -1.139  0.086
H63 -0.827 -7.709 -6.526  0.108
H64 -0.718 -5.933 -4.814  0.110
H65 -1.109 -6.480 -2.441  0.121
H66 -1.724 -10.589 -3.496  0.120
H67 -1.339 -10.034 -5.868  0.109

Values from the calculation:
HOMO   -9.67 eV
Charge   0
Frontier orbital gap   0.3227 Ha
E   -7554.1228 Ha
SMILES string   CCOCCOCCOC[C@H](Cl)OC[C@](F)(C[C@H](C)Br)OC.O=[N+]([O-])c1ccccc1.O=[N+]([O-])c1ccccc1.O=[N+]([O-])c1ccccc1.O=[N+]([O-])c1ccccc1.O=[N+]([O-])c1ccccc1.O=[N+]([O-])c1ccccc1.O=[N+]([O-])c1ccccc1.O=[N+]([O-])c1ccccc1